C48H68N5O2S2SeSiTi as an isolated structure at a distorted geometry. Source: OMol25; level of theory: wB97M-V/def2-TZVPD.

Results
Gap between HOMO and LUMO (alpha / beta) ... 4.35 / 6.12 eV
E_tot ... -180438.78704 eV
Molar mass ... 966.15 g mol⁻¹
Relative energy (zero: lowest compared OMol25 entry of this formula, charge and spin) ... 18.3 kcal/mol
Highest occupied orbital energy (alpha / beta) ... -0.083 / -0.148 Ha
E_LUMO (alpha / beta) ... 2.1 / 2.1 eV

Geometry as ORCA input:
```
! wB97M-V def2-TZVPD RIJCOSX def2/J DEFGRID3
* xyz -1 3
Ti -1.055 -1.088 0.319
C -4.070 -4.040 -0.031
C -3.116 -2.964 -0.460
N -1.942 -2.777 0.238
N -1.366 -3.923 0.768
C -0.083 -3.922 0.811
S 1.008 -2.630 0.373
S 0.617 -5.502 1.285
C 1.236 -6.038 -0.371
C 0.215 -5.783 -1.455
C -1.022 -6.424 -1.414
C -2.034 -6.070 -2.294
C -1.824 -5.071 -3.236
C -0.579 -4.467 -3.321
C 0.435 -4.824 -2.438
C -3.296 -2.281 -1.694
C -4.392 -2.576 -2.542
C -4.479 -2.082 -3.831
C -3.474 -1.263 -4.339
C -2.408 -0.903 -3.513
C -2.318 -1.360 -2.209
O -1.321 -0.924 -1.425
H -4.184 -4.814 -0.798
H -3.697 -4.510 0.875
H -5.064 -3.620 0.167
H 1.413 -7.106 -0.233
H 2.178 -5.530 -0.568
H -1.198 -7.177 -0.653
H -3.004 -6.550 -2.223
H -2.631 -4.754 -3.887
H -0.402 -3.684 -4.051
H 1.393 -4.323 -2.485
H -5.178 -3.226 -2.173
H -5.335 -2.337 -4.447
H -3.519 -0.903 -5.361
H -1.633 -0.227 -3.860
O -0.730 -1.347 2.441
C -0.921 -2.335 3.443
C -0.765 -1.805 4.871
C 0.664 -1.693 5.434
C 1.603 -0.663 4.858
C 2.369 0.155 5.685
C 3.284 1.026 5.123
C 3.425 1.050 3.748
C 2.613 0.217 2.995
N 1.727 -0.608 3.537
H 0.207 -1.101 2.550
H -0.222 -3.161 3.289
H -1.929 -2.720 3.309
H -1.289 -2.513 5.515
H -1.280 -0.843 4.955
H 1.146 -2.668 5.301
H 0.597 -1.507 6.509
H 2.249 0.109 6.760
H 3.871 1.684 5.752
H 4.138 1.703 3.263
H 2.645 0.207 1.910
C -3.967 -0.106 2.319
Si -2.663 0.810 1.232
C -1.844 2.130 2.503
C -1.671 3.535 1.906
C -2.662 2.252 3.794
C -0.429 1.674 2.891
C -3.858 1.814 0.029
C -4.674 0.802 -0.785
C -4.876 2.709 0.750
C -3.051 2.640 -0.987
H -4.703 0.559 2.788
H -3.476 -0.680 3.115
H -4.503 -0.827 1.692
H -2.613 3.991 1.609
H -1.011 3.501 1.030
H -1.203 4.199 2.652
H -3.654 2.678 3.600
H -2.146 2.911 4.512
H -2.805 1.278 4.272
H 0.130 1.302 2.030
H -0.461 0.884 3.644
H 0.147 2.514 3.317
H -5.266 0.139 -0.147
H -4.034 0.184 -1.409
H -5.369 1.336 -1.452
H -5.580 2.101 1.327
H -5.457 3.285 0.014
H -4.419 3.421 1.439
H -2.265 2.027 -1.444
H -2.578 3.513 -0.529
H -3.708 3.001 -1.794
C 5.070 -1.153 -4.356
C 3.671 -0.567 -4.163
C 3.073 -0.876 -2.789
C 3.656 -0.042 -1.648
N 3.360 1.388 -1.768
C 2.157 1.928 -1.424
Se 0.710 1.002 -0.826
N 2.203 3.254 -1.745
C 1.167 4.225 -1.407
C 1.512 5.076 -0.181
C 1.933 4.250 1.050
C 3.450 4.160 1.240
C 3.441 3.556 -2.292
C 3.965 4.741 -2.773
C 5.268 4.712 -3.252
C 6.013 3.534 -3.248
C 5.477 2.340 -2.782
C 4.177 2.369 -2.313
H 5.439 -0.959 -5.366
H 5.058 -2.234 -4.199
H 5.791 -0.721 -3.654
H 3.010 -0.972 -4.931
H 3.702 0.516 -4.314
H 3.231 -1.930 -2.543
H 1.996 -0.709 -2.801
H 4.740 -0.152 -1.586
H 3.217 -0.384 -0.713
H 0.261 3.653 -1.216
H 0.996 4.859 -2.278
H 0.623 5.662 0.057
H 2.312 5.780 -0.437
H 1.516 3.242 0.976
H 1.500 4.702 1.944
H 3.938 3.669 0.393
H 3.691 3.594 2.143
H 3.886 5.158 1.341
H 3.385 5.655 -2.779
H 5.711 5.621 -3.636
H 7.029 3.542 -3.619
H 6.056 1.426 -2.796
*
```

Löwdin population analysis, charges in e, atoms 1 to 8:
1. Ti 0.481
2. C -0.052
3. C -0.261
4. N -0.163
5. N -0.038
6. C -1.114
7. S 0.550
8. S 0.803